Entry 1:
{"formula": "C20H34AgN3OPS3SbSe2", "method": "wB97M-V/def2-TZVPD", "species": ["Ag", "S", "Sb", "S", "S", "C", "Se", "C", "C", "Se", "C", "H", "H", "H", "H", "H", "H", "H", "H", "H", "H", "C", "N", "C", "N", "C", "N", "C", "P", "C", "C", "H", "H", "H", "H", "H", "H", "H", "H", "H", "H", "H", "H", "C", "C", "C", "C", "C", "C", "C", "O", "C", "C", "C", "H", "H", "H", "H", "H", "H", "H", "H", "H", "H", "H", "H"], "xyz": [[-1.851, -0.807, -0.831], [-1.731, -2.914, 0.787], [-3.409, -3.484, -0.837], [-4.351, -1.243, -0.603], [-2.194, -2.859, -2.769], [0.255, 4.871, -1.674], [0.224, 3.195, -2.657], [-1.471, 3.515, -3.564], [-2.695, 3.475, -2.663], [-3.276, 1.662, -2.178], [-4.176, 2.290, -0.574], [0.220, 5.717, -2.359], [1.192, 4.889, -1.123], [-0.573, 4.917, -0.969], [-1.522, 2.763, -4.349], [-1.381, 4.487, -4.045], [-3.539, 3.948, -3.169], [-2.520, 4.012, -1.731], [-4.950, 3.004, -0.840], [-3.438, 2.744, 0.086], [-4.612, 1.421, -0.092], [3.662, -1.855, -1.161], [2.682, -2.933, -1.243], [2.640, -3.422, -2.623], [2.380, -2.378, -3.616], [3.382, -1.331, -3.456], [3.441, -0.758, -2.108], [2.193, -0.030, -1.806], [0.644, -1.093, -1.823], [1.344, -2.485, -0.808], [1.007, -1.855, -3.489], [4.650, -2.274, -1.360], [3.656, -1.449, -0.147], [1.867, -4.185, -2.701], [3.608, -3.873, -2.852], [3.179, -0.530, -4.169], [4.362, -1.759, -3.683], [2.065, 0.760, -2.547], [2.290, 0.467, -0.836], [0.630, -3.306, -0.850], [1.379, -2.176, 0.238], [0.834, -1.101, -4.262], [0.289, -2.652, -3.646], [-0.213, -1.355, 6.687], [-0.256, -0.803, 5.289], [-1.461, -0.509, 4.672], [-1.531, -0.032, 3.367], [-2.886, 0.227, 2.774], [-0.323, 0.172, 2.668], [-0.285, 0.675, 1.293], [-1.218, 0.921, 0.575], [0.914, -0.109, 3.287], [2.246, 0.062, 2.580], [0.925, -0.594, 4.580], [-1.201, -1.339, 7.148], [0.470, -0.781, 7.314], [0.139, -2.390, 6.679], [-2.390, -0.678, 5.211], [-3.663, -0.022, 3.497], [-3.047, -0.378, 1.883], [-2.999, 1.273, 2.472], [0.724, 0.809, 0.867], [2.346, -0.647, 1.755], [3.062, -0.127, 3.279], [2.385, 1.064, 2.174], [1.877, -0.825, 5.051]], "e_lumo_ev": [2.139, 1.457], "spin_multiplicity": 2, "charge": -1, "s_squared": 0.76, "homo_lumo_gap_ev": [5.7, 4.9], "homo_ha": [-0.132, -0.127], "relative_energy_kj_mol": 85.45}

---

Entry 2:
{"formula": "C20H34BBrFN5O10P", "method": "wB97M-V/def2-TZVPD", "species": ["C", "B", "O", "N", "C", "C", "Br", "C", "C", "O", "O", "C", "O", "N", "C", "O", "F", "C", "C", "C", "C", "C", "N", "C", "N", "N", "C", "P", "O", "O", "H", "H", "H", "H", "H", "H", "H", "H", "H", "H", "H", "H", "H", "H", "H", "H", "H", "H", "H", "H", "C", "O", "C", "C", "O", "C", "C", "O", "C", "H", "H", "H", "H", "H", "H", "H", "H", "H", "H", "H", "H", "H", "H"], "xyz": [[-5.446, -1.890, 4.408], [-4.994, -0.896, 3.137], [-5.950, -0.135, 2.297], [-3.467, -0.792, 2.926], [-2.802, 0.400, 3.620], [-1.187, 0.678, 3.488], [-0.396, 2.265, 4.479], [-0.267, -0.342, 2.551], [1.341, -0.133, 2.308], [2.186, -0.290, 3.350], [1.900, 0.192, 0.954], [1.588, 1.646, 0.750], [0.357, 1.949, 0.296], [2.674, 2.674, 1.015], [2.592, 3.780, -0.057], [2.688, 5.053, 0.394], [2.394, 3.468, -1.508], [-1.111, -1.610, 1.866], [-0.198, -2.660, 0.973], [0.661, -3.556, 2.072], [-0.285, -4.324, 3.183], [-0.453, -3.519, 4.601], [-0.334, -4.375, 5.843], [-1.025, -3.540, 6.938], [-2.368, -3.684, 7.200], [-0.284, -2.470, 7.762], [-2.750, -1.826, 2.085], [-3.524, -3.356, 1.244], [-4.640, -4.207, 2.274], [-4.179, -3.009, -0.331], [-6.491, -2.392, 4.222], [-4.654, -2.777, 4.511], [-5.437, -1.334, 5.441], [-6.031, 0.793, 2.714], [-3.438, 1.152, 4.291], [3.578, 2.137, 0.859], [-0.814, -3.303, 0.213], [0.612, -2.063, 0.335], [1.522, -2.908, 2.546], [1.202, -4.416, 1.454], [-1.329, -4.590, 2.693], [0.207, -5.377, 3.456], [-1.555, -3.065, 4.606], [0.270, -2.588, 4.576], [0.677, -4.354, 6.103], [-2.765, -4.411, 6.565], [-0.419, -1.581, 7.193], [-0.854, -2.274, 8.639], [-5.592, -4.128, 1.910], [-4.400, -2.040, -0.456], [0.800, 2.682, -4.109], [1.536, 3.287, -5.159], [2.665, 4.018, -4.675], [3.649, 4.298, -5.813], [4.497, 3.179, -6.103], [3.878, 2.102, -6.817], [3.657, 2.420, -8.298], [2.472, 3.201, -8.469], [2.402, 3.787, -9.758], [0.432, 3.439, -3.411], [-0.054, 2.157, -4.547], [1.422, 1.951, -3.584], [3.169, 3.450, -3.884], [2.297, 4.964, -4.265], [4.324, 5.096, -5.488], [3.144, 4.655, -6.714], [2.956, 1.780, -6.326], [4.583, 1.267, -6.751], [3.526, 1.487, -8.857], [4.525, 2.965, -8.690], [3.240, 4.475, -9.910], [1.471, 4.356, -9.828], [2.403, 3.013, -10.532]], "e_lumo_ev": -5.825, "charge": 1, "homo_lumo_gap_ev": 4.7, "homo_ha": -0.386}

---

Entry 3:
{"formula": "C20H34BF6NO6P3", "method": "wB97M-V/def2-TZVPD", "species": ["C", "C", "B", "O", "C", "C", "C", "N", "C", "O", "C", "C", "P", "P", "O", "O", "O", "C", "C", "C", "C", "C", "C", "C", "C", "C", "C", "C", "O", "C", "H", "H", "H", "H", "H", "H", "H", "H", "H", "H", "H", "H", "H", "H", "H", "H", "H", "H", "H", "H", "H", "H", "H", "H", "H", "H", "H", "H", "H", "H", "H", "H", "H", "H", "F", "P", "F", "F", "F", "F", "F"], "xyz": [[5.371, -0.998, 0.866], [4.786, -0.864, -0.658], [3.362, -1.623, -0.942], [3.373, -2.667, -2.027], [1.912, -1.321, -0.195], [1.495, -2.832, 0.273], [0.868, -2.971, 1.776], [2.048, -0.577, 1.115], [2.292, 0.885, 0.824], [2.958, 1.781, 1.555], [1.458, 1.077, -0.614], [2.518, 1.778, -1.703], [0.362, 2.575, -0.182], [1.407, 4.479, -0.290], [1.240, 5.237, -1.694], [0.640, 5.550, 0.902], [3.108, 4.426, 0.072], [0.791, -0.379, -1.007], [-0.663, -0.808, -0.352], [-1.948, 0.079, -0.849], [-3.291, -0.840, -0.459], [-4.673, 0.030, -0.357], [-6.078, -0.840, -0.113], [-7.570, -0.169, -0.007], [-7.706, 1.465, -0.116], [-6.320, 2.372, -0.318], [-4.830, 1.657, -0.454], [0.517, -0.705, -2.599], [0.151, 0.461, -3.416], [0.939, 0.547, -4.658], [6.547, -0.899, 0.936], [4.953, -1.947, 1.448], [4.947, -0.059, 1.470], [4.753, 0.305, -0.898], [5.632, -1.289, -1.386], [3.644, -3.548, -1.601], [0.730, -3.300, -0.513], [2.438, -3.563, 0.237], [0.671, -4.136, 1.946], [1.624, -2.675, 2.652], [-0.197, -2.465, 1.917], [2.750, -0.915, 1.808], [3.492, 2.174, -1.189], [1.979, 2.582, -2.392], [2.875, 0.928, -2.461], [-0.626, 2.632, -1.265], [1.288, 6.279, 1.131], [3.255, 5.005, 0.879], [-0.573, -0.620, 0.823], [-0.970, -1.937, -0.595], [-2.107, 1.089, -0.233], [-2.026, 0.257, -2.001], [-3.440, -1.650, -1.301], [-3.015, -1.387, 0.566], [-5.998, -2.028, -0.027], [-8.545, -0.828, 0.137], [-8.754, 2.025, -0.056], [-6.361, 3.550, -0.366], [-3.872, 2.328, -0.590], [1.383, -1.259, -3.150], [-0.421, -1.442, -2.645], [0.649, -0.261, -5.472], [0.763, 1.645, -5.092], [2.089, 0.468, -4.450], [0.161, -2.319, 4.782], [-1.153, -1.694, 5.337], [-2.164, -0.538, 5.073], [-1.512, -2.253, 3.927], [-0.707, -2.154, 6.757], [-2.341, -2.527, 5.906], [-0.359, -0.375, 5.575]], "e_lumo_ev": 1.825, "charge": -1, "homo_lumo_gap_ev": 8.4, "homo_ha": -0.240}

---

Entry 4:
{"formula": "C20H34Be2Br2Cl2F7N2NaO9PS", "method": "wB97M-V/def2-TZVPD", "species": ["C", "C", "C", "C", "C", "C", "C", "Br", "C", "N", "C", "C", "C", "C", "S", "O", "O", "O", "C", "O", "C", "C", "C", "C", "O", "O", "C", "N", "C", "O", "H", "H", "H", "H", "H", "H", "H", "H", "H", "H", "H", "H", "H", "H", "H", "H", "H", "H", "H", "H", "H", "H", "H", "H", "H", "H", "H", "H", "F", "Na", "Cl", "Be", "F", "P", "F", "F", "F", "F", "F", "O", "H", "H", "Br", "Cl", "C", "O", "H", "H", "H", "H", "Be"], "xyz": [[-1.544, -3.865, 1.243], [-1.615, -2.695, 0.930], [-2.016, -1.310, 0.735], [-2.091, -0.963, -0.777], [-3.338, -1.438, -1.543], [-3.710, -2.920, -1.338], [-4.996, -3.305, -2.099], [-2.285, -4.171, -1.885], [-2.214, 0.563, -0.681], [-1.188, 1.282, -0.943], [-1.069, 2.746, -0.854], [-1.972, 3.394, 0.202], [-1.802, 2.777, 1.631], [-0.373, 2.305, 1.947], [0.036, 2.715, 3.637], [-0.169, 4.119, 3.800], [1.340, 2.211, 3.919], [-1.029, 1.973, 4.546], [-0.081, 0.402, -1.369], [0.215, 0.846, -2.701], [1.323, 0.490, -0.732], [1.543, -0.474, 0.477], [3.022, -0.886, 0.546], [3.902, 0.332, 0.614], [3.914, 1.035, 1.727], [4.590, 0.707, -0.354], [-0.729, -1.037, -1.567], [-0.899, -1.259, -3.009], [-0.257, -2.200, -3.485], [0.071, -3.194, -3.963], [-1.456, -4.893, 1.576], [-2.947, -1.053, 1.255], [-1.210, -0.694, 1.166], [-3.239, -1.262, -2.617], [-4.231, -0.885, -1.228], [-3.896, -3.122, -0.282], [-4.736, -3.560, -3.131], [-5.350, -4.240, -1.663], [-5.747, -2.519, -2.055], [-3.136, 1.058, -0.377], [-0.038, 3.059, -0.709], [-1.373, 3.139, -1.830], [-3.043, 3.357, -0.100], [-1.677, 4.450, 0.272], [-2.161, 3.423, 2.465], [-2.451, 1.893, 1.668], [-0.308, 1.217, 1.865], [0.369, 2.726, 1.262], [-0.604, 1.184, 4.936], [-0.494, 1.393, -3.058], [1.564, 1.550, -0.502], [2.020, 0.186, -1.523], [1.003, -1.411, 0.343], [1.277, 0.038, 1.413], [3.226, -1.563, 1.402], [3.283, -1.399, -0.391], [4.606, -0.072, -1.148], [-0.125, -1.876, -1.223], [2.877, -1.520, 3.151], [-3.615, 4.699, 1.815], [4.893, -1.041, -2.493], [2.863, 2.168, 1.660], [7.058, 2.971, 4.805], [6.720, 3.695, 3.370], [6.229, 3.195, 1.847], [7.741, 4.876, 3.880], [8.072, 2.949, 2.820], [5.841, 5.060, 3.009], [5.225, 3.086, 3.825], [-5.133, -5.996, 0.819], [-5.332, -6.933, 0.607], [-4.307, -5.811, 0.299], [-3.469, -6.275, -1.391], [-2.116, -4.668, 3.468], [3.272, 1.531, -4.960], [2.098, 2.144, -4.405], [3.974, 2.311, -5.240], [3.725, 0.877, -4.215], [3.007, 0.950, -5.847], [1.516, 1.418, -4.171], [-6.658, -8.183, 0.866]], "e_lumo_ev": -7.310, "charge": 1, "homo_lumo_gap_ev": 2.9, "homo_ha": -0.376}

---

What E values result from the calculations? In sequence: -210835.5497, -131919.1815, -79904.9659, -252171.7289 eV.